The following is a quantum chemistry calculation of a structure of composition C31H32N6STe4Ti at a distorted geometry, from the Open Molecules 2025 dataset.

## Properties
**LUMO (spin up / spin down)**: 0.104 / 0.104 Eh
**DFT total energy**: -104730.369 eV
**Orbital gap (spin up / spin down)**: 1.99 / 2.06 eV
**Charge**: -2
**Largest force on an atom**: 0.078 hartree/bohr
**Relative energy (zero: lowest compared OMol25 entry of this formula, charge and spin)**: 83.7 kcal/mol

```
75
Properties=species:S:1:pos:R:3:forces:R:3:mulliken_charge:R:1
Ti -1.25668 -0.95198 0.42243 -3.075 -2.265 -1.185 -0.675
Te -1.12272 -3.40874 -0.81515 0.676 0.610 -0.053 -0.142
Te -1.04495 -2.55560 -3.44603 0.098 -0.923 0.489 0.058
Te 0.15672 -7.39849 -5.11872 0.192 -0.252 -0.565 -0.863
Te -0.51137 -5.93194 -2.97257 -0.143 0.596 0.315 -0.454
C 3.77666 3.33641 1.80086 -0.021 0.004 0.013 -1.533
C 3.91267 2.10463 2.65159 -0.041 0.031 -0.090 0.892
C 4.94176 1.96852 3.57166 0.042 -0.013 0.016 -0.664
C 5.07479 0.82937 4.35420 -0.042 0.025 -0.047 -0.735
C 4.16911 -0.20691 4.19576 0.018 -0.051 0.052 -0.815
C 3.13695 -0.10253 3.27728 0.008 0.014 -0.170 -0.575
C 2.99786 1.05345 2.51224 -0.057 0.019 0.273 0.329
N 1.94159 1.21008 1.59044 0.137 0.173 0.074 -0.082
C 0.92603 0.28089 1.45012 -0.164 -0.271 -0.315 -0.042
N 0.15905 0.14846 2.58792 0.863 -0.117 -0.126 0.189
C -0.60284 -0.94951 3.13337 0.112 -0.552 0.125 0.043
C -1.23670 -1.85581 2.29701 0.005 0.791 -0.098 0.630
C -2.06730 -2.80974 2.88378 0.110 -0.259 -0.060 -0.296
C -2.21734 -2.88293 4.25551 0.067 0.033 -0.034 -0.958
C -1.51567 -1.99843 5.07017 0.004 -0.052 0.015 -0.764
C -0.68518 -1.03090 4.53398 0.174 0.307 0.018 0.971
C 0.08346 -0.09653 5.43647 -0.069 0.072 -0.026 -1.546
N 0.67298 -0.32030 0.30743 0.451 1.456 0.952 0.294
C 1.32904 0.13970 -0.88154 0.464 -0.250 -0.123 0.107
C 1.15023 1.46431 -1.28476 -0.249 -0.032 0.044 0.402
C 1.70868 1.92935 -2.46095 0.010 0.010 -0.025 -1.165
C 2.43546 1.05344 -3.25745 -0.023 -0.028 0.041 -0.782
C 2.61081 -0.25768 -2.85088 0.060 0.026 -0.040 -0.611
C 2.09087 -0.74205 -1.65032 -0.029 -0.078 0.107 0.719
C 2.38165 -2.15413 -1.22970 -0.009 0.047 -0.021 -1.645
H 4.50353 4.09151 2.09615 -0.003 -0.003 -0.004 0.410
H 2.77609 3.76704 1.88744 0.009 0.012 0.012 0.340
H 3.94012 3.11626 0.74127 0.007 -0.011 0.004 0.304
H 5.65478 2.77889 3.67413 -0.011 0.001 0.009 0.355
H 5.88297 0.74991 5.06899 0.003 -0.006 -0.006 0.383
H 4.26848 -1.11494 4.77661 -0.005 0.004 0.000 0.420
H 2.45358 -0.92946 3.12652 0.036 -0.029 0.055 0.657
H 2.16985 1.71110 0.74457 0.093 -0.189 -0.104 0.486
H 0.53210 0.75240 3.30391 -0.166 0.115 0.025 0.415
H -2.60452 -3.49484 2.23862 -0.033 0.030 -0.004 0.455
H -2.87966 -3.61737 4.69695 0.014 -0.010 0.006 0.375
H -1.61061 -2.05996 6.14920 0.006 -0.015 -0.004 0.323
H -0.02989 -0.39647 6.47755 -0.007 -0.002 -0.004 0.382
H -0.27004 0.93823 5.35943 -0.010 -0.008 0.001 0.368
H 1.15303 -0.09319 5.20940 0.000 -0.013 0.030 0.241
H 0.50181 2.10543 -0.69392 -0.006 0.018 -0.030 0.460
H 1.53911 2.95164 -2.77393 -0.011 -0.004 0.005 0.420
H 2.84539 1.38605 -4.20255 0.005 0.003 0.005 0.407
H 3.16467 -0.94556 -3.47878 -0.014 -0.009 0.007 0.471
H 2.00848 -2.86056 -1.97541 -0.034 -0.011 0.008 0.346
H 1.90353 -2.40252 -0.28665 -0.003 -0.042 -0.009 0.136
H 3.46203 -2.29280 -1.13361 0.000 -0.005 -0.024 0.368
N -3.53445 1.27779 -0.75633 0.555 0.488 0.185 -0.225
C -2.99701 0.36238 0.22590 -0.543 -1.249 -0.241 -0.236
N -3.36955 0.54493 1.62999 0.284 0.513 0.079 -0.292
S -3.40627 -1.34537 -0.27428 0.353 1.284 0.518 -0.434
H -4.52539 1.44366 -0.60473 -0.012 -0.032 -0.043 0.214
H -3.05417 2.17170 -0.76026 -0.056 0.026 0.041 0.159
H -2.92731 1.37757 2.01113 -0.097 0.081 -0.050 0.194
H -4.37735 0.64554 1.74641 -0.004 -0.133 0.050 0.231
C -1.35436 -0.27307 -3.12614 0.000 0.379 0.011 1.213
C -2.30830 0.20972 -4.12486 0.186 -0.108 0.052 -0.068
C -1.86834 0.76614 -5.33666 -0.028 0.020 -0.046 -0.246
C -2.75964 1.18679 -6.30490 0.026 -0.023 0.039 -0.834
C -4.13223 1.05846 -6.08964 -0.052 0.073 -0.033 0.545
C -4.58836 0.47822 -4.89712 0.015 -0.020 0.045 -0.827
C -3.69471 0.05262 -3.94168 -0.031 0.074 -0.020 -0.211
C -5.06213 1.54636 -7.06323 0.031 -0.043 0.017 0.130
N -5.80750 1.95494 -7.84261 -0.006 0.008 -0.004 -0.628
H -1.72670 -0.09488 -2.11372 -0.046 -0.188 -0.097 -0.873
H -0.36701 0.16767 -3.25486 -0.011 -0.021 -0.025 -0.195
H -0.80262 0.87480 -5.50467 0.002 -0.010 -0.003 0.420
H -2.40261 1.62283 -7.22965 0.001 0.001 0.000 0.402
H -5.65334 0.36503 -4.73679 -0.002 -0.002 -0.002 0.412
H -4.04113 -0.39905 -3.02132 -0.009 -0.012 -0.008 0.344
```
Positions in Å, forces in eV/Å.

---

The following is a quantum chemistry calculation of a structure of composition C2Cl6N2OP at a distorted geometry, from the Open Molecules 2025 dataset.

## Properties
**LUMO (spin up / spin down)**: -0.290 / -0.283 Eh
**DFT total energy**: -91513.439 eV
**Orbital gap (spin up / spin down)**: 5.64 / 5.93 eV
**Charge**: +1
**Largest force on an atom**: 0.082 hartree/bohr

```
12
Properties=species:S:1:pos:R:3:forces:R:3:mulliken_charge:R:1
C 0.12466 -0.93264 0.15810 -0.235 0.442 0.619 0.710
C 0.40167 -2.37473 0.29717 0.265 -1.169 -0.215 0.438
N -0.31124 -0.23827 1.20429 -0.681 3.803 -1.641 -0.147
N -0.67996 1.52520 0.69752 0.325 -3.044 2.044 -0.389
O 0.28887 -0.37879 -0.92572 0.144 -0.627 -0.199 -0.583
P -0.18207 1.94473 -0.76924 0.150 -0.004 -0.173 1.051
Cl 0.13136 -3.25310 1.68073 0.231 0.215 -0.786 0.068
Cl 0.98800 -3.13510 -1.06086 -0.299 0.300 0.793 0.106
Cl -0.64424 -0.48865 2.78465 0.004 -0.044 0.015 0.127
Cl 1.75478 2.00130 -1.19003 0.035 0.115 -0.200 -0.112
Cl -0.65196 3.86323 -0.48983 -0.022 -0.097 -0.056 -0.161
Cl -1.21987 1.46683 -2.38677 0.084 0.109 -0.202 -0.107
```
Positions in Å, forces in eV/Å.